# 1
The following is a DFT calculation (ωB97M-V/def2-TZVPD) of a cluster of 2 separate species, C2H7N2O in total at a distorted geometry.

Last column: natural (NBO) charge in e.
Positions of all 12 atoms, in Å:
N  -1.809  1.034  -0.969  -0.9199
C  -1.227  0.815  0.320  0.3481
N  -0.096  1.212  0.681  -0.8905
H  -1.399  1.883  -1.329  0.3548
H  -1.606  0.203  -1.507  0.3858
H  -1.714  -0.058  0.802  0.0889
H  0.591  0.335  0.554  0.4677
C  2.026  -1.583  0.145  -0.2025
O  0.766  -1.090  -0.049  -0.9213
H  2.704  -1.546  -0.742  0.0909
H  2.601  -1.067  0.947  0.1001
H  2.021  -2.656  0.449  0.0981

## Properties
net charge	-1
relative energy (zero: lowest compared OMol25 entry of this formula, charge and spin)	235.6	kJ/mol
E_HOMO	-3.00	eV
E	-265.07060	a.u.
LUMO energy	4.682	eV
gap between HOMO and LUMO	7.687	eV

---

# 2
The following is a DFT calculation (ωB97M-V/def2-TZVPD) of the ion C4H12N2 with charge -1 at a distorted geometry.

Last column: natural (NBO) charge in e.
Positions of all 18 atoms, in Å:
C  1.566  -0.241  1.553  -0.6351
C  0.339  -0.428  0.667  -0.3987
C  0.110  0.912  -0.070  -0.4322
C  -1.242  1.071  -0.741  -0.3467
N  -1.483  0.316  -1.984  -0.8982
N  0.752  -1.447  -0.351  -0.8952
H  1.258  0.202  2.513  0.1884
H  2.317  0.440  1.185  0.1938
H  1.979  -1.226  1.778  0.1987
H  -0.588  -0.625  1.203  0.1253
H  0.086  1.656  0.735  0.1852
H  0.891  1.020  -0.822  0.1920
H  -1.455  2.115  -1.000  0.1587
H  -2.021  0.807  -0.017  0.1465
H  -2.360  -0.196  -1.923  0.2974
H  -0.804  -0.423  -2.121  0.3462
H  -0.144  -1.636  -0.807  0.2785
H  0.799  -2.316  0.201  0.2955

## Properties
net charge	-1
2S+1	2
relative energy (zero: lowest compared OMol25 entry of this formula, charge and spin)	36.7	kJ/mol
E_HOMO (spin up / spin down)	1.35 / -5.40	eV
E	-269.03965	a.u.
LUMO energy (spin up / spin down)	4.268 / 4.207	eV
gap between HOMO and LUMO (spin up / spin down)	2.915 / 9.608	eV

---

# 3
The following is a DFT calculation (ωB97M-V/def2-TZVPD) of a structure of composition C41H41FMnN5O4P.

Last column: Löwdin spin population.
Positions of all 94 atoms, in Å:
Mn  -0.159  0.642  -2.911  0.9811
O  1.882  1.027  -3.243  0.0033
C  2.202  2.418  -3.143  0.0000
C  0.978  3.272  -3.375  0.0025
C  1.057  4.655  -3.344  -0.0007
C  -0.085  5.390  -3.613  0.0030
C  -1.270  4.721  -3.890  -0.0003
C  -1.268  3.342  -3.869  0.0030
N  -0.163  2.626  -3.619  -0.0002
H  2.342  0.616  -3.981  0.0001
H  2.970  2.666  -3.878  0.0001
H  2.610  2.610  -2.151  0.0002
H  1.999  5.143  -3.129  -0.0001
H  -0.052  6.471  -3.606  0.0002
H  -2.184  5.257  -4.097  0.0000
H  -2.180  2.775  -4.006  0.0002
F  3.123  0.272  3.012  0.0000
C  1.829  0.611  2.828  0.0002
C  1.352  0.710  1.554  0.0000
C  0.002  0.986  1.327  0.0000
C  -0.499  1.070  -0.047  0.0011
O  0.331  0.973  -0.982  0.0069
C  -1.902  1.246  -0.185  0.0004
C  -2.657  1.427  0.940  0.0016
N  -2.200  1.376  2.203  0.0019
C  -3.104  1.606  3.311  0.0001
C  -3.437  0.460  4.224  0.0001
C  -4.465  0.991  3.270  0.0000
C  -0.849  1.147  2.427  0.0001
C  -0.327  1.099  3.724  0.0001
C  1.011  0.825  3.949  0.0002
N  1.493  0.779  5.278  0.0000
C  0.817  -0.053  6.259  0.0000
C  0.643  0.769  7.541  0.0000
N  1.775  1.769  7.606  0.0000
C  3.053  1.168  7.092  0.0000
C  2.910  0.941  5.580  0.0000
C  -2.677  1.249  -1.487  0.0018
O  -3.821  1.672  -1.475  0.0011
O  -2.083  0.766  -2.519  0.0079
H  2.005  0.533  0.710  0.0000
H  -3.713  1.624  0.810  0.0001
H  -3.010  2.596  3.743  0.0001
H  -3.550  0.668  5.279  0.0000
H  -2.999  -0.499  3.982  0.0000
H  -5.282  1.581  3.659  0.0000
H  -4.718  0.372  2.422  0.0000
H  -0.974  1.290  4.568  0.0000
H  1.392  -0.964  6.463  0.0000
H  -0.156  -0.365  5.893  0.0000
H  0.689  0.159  8.441  0.0000
H  -0.281  1.343  7.542  0.0000
H  1.891  2.115  8.558  0.0000
H  1.534  2.565  7.013  0.0000
H  3.192  0.239  7.642  0.0000
H  3.875  1.838  7.328  0.0000
H  3.522  0.075  5.314  0.0000
H  3.291  1.799  5.029  0.0000
N  -1.112  -0.143  -4.680  -0.0054
C  -1.772  -1.419  -4.414  -0.0003
C  -2.940  -1.758  -5.077  -0.0005
C  -3.546  -2.977  -4.820  0.0001
C  -2.984  -3.864  -3.912  -0.0002
C  -1.817  -3.525  -3.246  0.0000
C  -1.216  -2.292  -3.481  -0.0007
P  0.272  -1.649  -2.686  -0.0058
C  0.363  -2.284  -0.988  0.0020
C  -0.806  -2.393  -0.234  0.0008
C  -0.740  -2.693  1.119  -0.0001
C  0.492  -2.877  1.734  0.0006
C  1.660  -2.751  0.994  0.0000
C  1.595  -2.448  -0.359  0.0006
C  1.601  -2.461  -3.627  -0.0047
C  2.067  -1.823  -4.776  -0.0011
C  3.015  -2.426  -5.591  0.0000
C  3.507  -3.679  -5.261  -0.0001
C  3.037  -4.331  -4.129  -0.0002
C  2.085  -3.730  -3.318  -0.0009
H  -1.842  0.547  -4.830  -0.0001
H  -0.586  -0.218  -5.546  0.0009
H  -3.376  -1.071  -5.793  -0.0001
H  -4.461  -3.238  -5.335  0.0000
H  -3.458  -4.818  -3.721  0.0000
H  -1.380  -4.212  -2.532  0.0000
H  -1.771  -2.245  -0.705  0.0000
H  -1.655  -2.797  1.689  0.0000
H  0.541  -3.132  2.785  0.0000
H  2.623  -2.895  1.467  0.0000
H  2.512  -2.347  -0.927  0.0000
H  1.652  -0.863  -5.070  -0.0006
H  3.361  -1.922  -6.484  0.0000
H  4.248  -4.153  -5.891  0.0000
H  3.407  -5.316  -3.880  0.0000
H  1.720  -4.256  -2.445  0.0000

## Properties
net charge	+2
2S+1	2
relative energy (zero: lowest compared OMol25 entry of this formula, charge and spin)	0.0	kJ/mol
E_HOMO (spin up / spin down)	-12.09 / -11.73	eV
E	-3753.50864	a.u.
LUMO energy (spin up / spin down)	-4.707 / -4.708	eV
gap between HOMO and LUMO (spin up / spin down)	7.384 / 7.025	eV

---

Question: What is the formula in the third record?
Answer: C41H41FMnN5O4P

---

Question: What is the relative energy (zero: lowest compared OMol25 entry of this formula, charge and spin) in the third record?
Answer: 0.0 kJ/mol

---

Question: What is the formula in the third record?
Answer: C41H41FMnN5O4P